F2H14HfO7 as an isolated structure in a non-equilibrium geometry. Source: OMol25; level of theory: the ωB97M-V functional and the def2-TZVPD basis.

The HOMO energy (spin up / spin down) is -0.845 / -0.844 Eh. For the HOMO-LUMO gap (spin up / spin down), the calculation gives 10.51 / 4.13 eV. The total charge is +3. As for the spin multiplicity: 2.

CARTESIAN COORDINATES (ANGSTROEM)
1 Hf 0.22916 0.06683 0.03575
2 F 0.20620 1.08733 2.15792
3 F 1.52693 -0.42241 -1.85333
4 O -2.08369 0.78094 0.36965
5 H -2.76358 0.34333 0.88199
6 H -2.50948 1.56709 0.02775
7 O -0.77965 -1.93346 -0.87883
8 H -0.36096 -2.79268 -0.93035
9 H -1.66806 -2.07954 -1.20383
10 O -0.78089 -1.52208 1.75266
11 H -0.88572 -2.47184 1.69617
12 H -1.10775 -1.29592 2.62343
13 O 0.11881 2.41708 -0.41549
14 H 0.67281 3.03848 0.05693
15 H -0.43125 2.96410 -0.97623
16 O -1.11112 0.62868 -2.10297
17 H -1.86745 1.16042 -2.35086
18 H -0.83285 0.21222 -2.91866
19 O 2.53012 1.07892 0.23729
20 H 2.85494 1.40539 1.07642
21 H 3.26609 1.19002 -0.36458
22 O 1.68915 -1.51177 0.93138
23 H 1.78683 -1.93287 1.78542
24 H 2.30140 -1.97825 0.36237

Forces on atoms 1 to 2 (eV/Å):
1.7 -1.6 -5.5
0.1 0.0 -0.1